145
Properties=species:S:1:pos:R:3:forces:R:3 method="wB97M-V/def2-TZVPD" mol_weight_g_mol=818.10 homo_energy_ev=-8.2 lumo_ev=0.31 gap_ev=8.55 relative_energy_ev=6.122
C 5.8202 -1.1330 2.4719 0.330 -0.888 0.348
C 4.6013 -0.2710 2.3316 0.362 1.318 -1.702
O 3.4724 -1.0079 2.0467 -1.904 -0.762 0.372
O 5.7615 -2.2300 1.5277 -0.455 0.183 1.120
H 5.7814 -1.5207 3.4899 0.271 -0.563 -0.042
H 6.7602 -0.5907 2.3704 -0.121 0.213 -0.094
H 4.7211 0.4010 1.4818 0.462 0.332 -0.340
H 4.3653 0.4082 3.1508 0.514 -0.518 0.633
H 3.6973 -1.8245 1.5948 0.462 -0.169 -0.020
H 6.4391 -2.1468 0.8528 0.013 0.497 -0.049
C -2.9533 -3.0445 0.9507 0.248 -0.913 0.115
C -2.3404 -4.3934 0.5250 -1.474 0.647 0.123
O -3.4526 -5.3009 0.2383 1.135 0.328 0.738
O -3.6412 -2.5247 -0.1412 -0.222 0.105 -0.840
H -2.2633 -2.3110 1.3680 0.532 -0.144 -0.101
H -3.6702 -3.2833 1.7363 -0.088 -0.116 0.386
H -1.7409 -4.6949 1.3839 -0.165 -0.781 -0.373
H -1.7761 -4.3247 -0.4051 0.446 0.282 0.242
H -4.0913 -4.7481 -0.2180 -0.187 0.060 -0.189
H -3.7162 -1.5739 -0.0322 -0.349 0.518 -0.252
C 4.8382 -0.9661 -1.7787 1.019 1.141 -0.467
C 6.2044 -0.3114 -1.4448 -3.108 1.434 -1.148
O 6.9431 -1.0767 -0.5887 1.713 -0.716 0.702
O 5.0953 -2.0870 -2.5591 -0.055 -1.280 -0.177
H 4.2818 -0.3074 -2.4455 -0.044 0.333 0.341
H 4.2219 -1.2081 -0.9129 0.140 0.177 0.325
H 6.0279 0.6693 -1.0030 -0.197 0.295 0.038
H 6.7558 -0.1664 -2.3738 -0.189 -0.039 -0.342
H 7.7628 -0.5847 -0.6758 0.784 -0.739 0.795
H 5.5161 -2.7047 -1.9567 0.152 -0.463 -0.228
C -1.9742 4.8238 1.8018 0.689 -2.450 -0.029
C -1.3190 3.5686 1.1722 1.413 -0.807 -2.537
O -2.2385 2.6367 0.5230 -1.494 0.722 1.650
O -2.7412 4.3512 2.9194 -0.030 0.771 -0.724
H -2.5603 5.3211 1.0290 -0.188 0.237 0.226
H -1.1727 5.4540 2.1873 -0.144 0.094 -0.107
H -0.5643 3.0605 1.7726 -0.733 -0.221 1.151
H -0.6591 3.7365 0.3211 0.231 1.512 -0.165
H -1.8684 2.0035 -0.0964 0.676 0.324 0.155
H -3.4743 3.9118 2.4822 -0.493 -0.340 0.353
C 0.6642 -0.1961 -1.7219 -0.669 -1.702 0.205
C -0.2545 -0.6419 -0.5091 -0.240 0.749 -1.523
O 0.4647 -1.3583 0.3945 1.504 -1.477 1.271
O 0.8831 1.1343 -1.7739 0.414 2.622 0.507
H 0.3097 -0.4912 -2.7094 -0.394 -0.675 0.050
H 1.6862 -0.5685 -1.6510 -0.056 -1.171 0.464
H -1.1138 -1.2623 -0.7635 -0.119 0.110 -0.535
H -0.6232 0.2296 0.0319 -0.247 0.668 -0.492
H 1.3786 -1.0950 0.2644 0.334 -0.124 0.601
H 0.2205 1.4973 -2.3661 -0.557 1.091 -0.139
C 3.0746 3.0353 0.2821 0.772 1.226 0.270
C 3.6397 3.2569 1.7310 -0.592 -1.706 -0.701
O 2.9809 2.4354 2.7205 -0.561 1.545 0.026
O 3.3327 1.7979 -0.2901 0.676 -1.298 0.191
H 3.5659 3.7790 -0.3453 0.386 0.342 -0.035
H 2.0233 3.2748 0.1225 -0.286 0.051 0.889
H 3.6155 4.3344 1.8934 -0.826 -0.085 0.733
H 4.6942 3.0263 1.8829 0.354 -0.134 -0.985
H 3.1177 1.5016 2.5446 0.043 0.158 -0.502
H 2.5124 1.3948 -0.5837 -0.294 0.161 -0.176
C 3.3577 -6.9426 4.0580 0.347 1.323 -1.697
C 2.1492 -6.2385 4.6748 0.083 0.088 -0.144
C 1.0655 -5.6996 3.7579 -0.046 2.028 -0.467
O 1.5337 -4.5181 3.1071 0.683 -0.092 -0.269
C 0.7080 -4.0491 2.0391 0.913 -0.487 1.162
N 1.4476 -7.1180 5.5377 -0.606 -1.498 1.135
H 4.1446 -7.3447 4.6961 -0.444 0.105 0.550
H 3.8526 -6.2086 3.4221 0.333 0.218 -0.024
H 3.1035 -7.7050 3.3216 -0.492 -0.334 0.271
H 2.4215 -5.4111 5.3300 0.540 0.315 -0.409
H 0.2294 -5.3759 4.3777 -0.118 -0.207 0.495
H 0.5923 -6.3704 3.0408 0.528 -0.640 -0.287
H 0.5299 -4.9361 1.4312 -0.550 0.362 -0.531
H 1.2431 -3.2630 1.5061 -0.002 -0.319 0.011
H -0.1772 -3.5860 2.4750 -0.442 -0.164 -0.277
H 2.1715 -7.5986 6.0526 -0.151 -0.276 0.564
H 1.0702 -7.8393 4.9398 -0.404 -0.444 0.059
C 1.4903 3.6564 -7.6405 0.492 -0.501 1.252
C 1.6509 2.1085 -7.4398 -1.242 1.185 -1.147
C 0.8984 1.5123 -6.1526 2.880 -0.444 -1.831
O 1.6634 1.7559 -4.9515 -0.806 0.681 0.273
C 2.7697 0.9421 -4.5648 0.045 -0.910 -1.249
N 1.1099 1.5263 -8.7015 -0.092 0.041 0.976
H 1.8631 4.1005 -6.7175 -0.232 0.361 0.132
H 0.4974 4.0424 -7.8711 -0.150 -0.379 0.111
H 2.1761 4.0284 -8.4017 -0.003 -0.242 -0.231
H 2.7344 2.0252 -7.5244 0.199 -0.669 1.227
H 0.7821 0.4412 -6.3178 0.155 -0.272 0.038
H -0.1224 1.8938 -6.1738 0.248 0.403 0.704
H 3.5509 0.8798 -5.3224 0.121 0.606 -0.362
H 2.5208 -0.1155 -4.4767 -0.615 -0.135 0.395
H 3.2551 1.2639 -3.6434 -0.666 0.481 -0.013
H 1.4387 2.1723 -9.4049 -0.162 -0.244 -0.488
H 1.5585 0.6373 -8.8705 -0.033 -0.215 -0.172
C -1.1383 -0.1366 3.5221 0.063 -0.004 0.684
C -2.5031 -0.5366 4.1723 1.273 1.892 -0.648
C -2.1924 -1.2106 5.5040 0.182 -1.079 1.014
O -2.9043 -0.7114 6.5781 -1.383 1.720 0.600
C -2.6195 -1.3079 7.8012 0.123 -0.214 0.265
N -3.3459 0.7176 4.3341 0.464 -2.475 0.228
H -0.3798 -0.9193 3.5243 -0.453 -0.660 -0.772
H -0.5704 0.5413 4.1592 -0.583 0.599 0.427
H -1.2292 0.3836 2.5686 -0.121 -0.409 -0.211
H -3.0126 -1.2729 3.5507 -0.173 0.213 -0.179
H -1.1624 -1.1296 5.8512 0.632 -0.153 -0.815
H -2.5010 -2.2559 5.5207 0.558 -0.577 -0.810
H -2.7687 -2.3873 7.7756 -0.705 -0.239 0.021
H -3.2361 -0.7876 8.5341 0.038 -0.392 0.084
H -1.5739 -1.2619 8.1059 0.407 0.651 -0.152
H -3.5998 0.6314 5.3078 -0.254 1.116 0.189
H -2.8534 1.5633 4.0846 0.303 -0.021 0.475
C 0.2904 4.5259 -3.7765 0.052 1.662 0.220
C -1.0765 3.8530 -3.7843 1.438 -0.105 -0.990
C -1.6566 3.9681 -5.2146 -0.321 0.943 1.349
O -2.7171 3.0481 -5.4974 -0.069 -0.045 0.678
C -3.8247 3.2038 -4.5999 -0.732 0.225 0.001
N -0.8762 2.4344 -3.5581 -0.623 -0.173 0.578
H 1.0983 4.2264 -4.4440 -0.338 -1.287 0.077
H 0.6647 4.5744 -2.7539 0.177 -0.019 -0.053
H 0.2181 5.5471 -4.1509 -0.481 0.516 0.454
H -1.6971 4.3038 -3.0098 -0.153 -0.044 -0.089
H -0.7934 3.8122 -5.8617 -0.566 -0.225 -0.462
H -1.9816 5.0072 -5.2672 -0.338 0.163 -0.669
H -3.6747 2.9665 -3.5467 1.053 0.486 0.222
H -4.6649 2.5249 -4.7455 0.346 -0.373 -1.259
H -4.2652 4.1949 -4.7079 0.212 0.253 0.190
H -0.0622 2.2078 -4.1114 0.209 -0.348 -0.139
H -1.6848 2.1165 -4.0730 0.002 -1.455 0.132
C -6.9226 0.0136 1.9837 -1.657 -0.806 2.026
C -5.5527 0.1277 1.4688 0.854 1.579 -0.357
C -5.5723 0.3775 0.0197 -1.215 -1.297 -1.433
O -4.3389 0.1443 -0.5084 3.316 0.717 -0.992
C -4.2755 0.3104 -1.9397 -0.409 -2.154 1.436
N -4.9403 1.2817 2.0401 0.307 1.483 0.797
H -6.8459 -0.1166 3.0632 0.017 -0.009 0.280
H -7.5258 -0.8439 1.6855 0.248 -0.132 -0.527
H -7.5457 0.9045 1.9055 0.342 0.207 -0.533
H -4.8915 -0.7146 1.6723 -0.485 -0.834 -0.140
H -5.8281 1.3693 -0.3532 -0.998 0.211 0.731
H -6.2053 -0.4237 -0.3615 -0.843 0.192 -0.687
H -3.2464 0.0588 -2.1963 -0.036 0.670 -0.317
H -4.7221 1.2225 -2.3356 0.370 0.237 0.263
H -4.8759 -0.5506 -2.2335 -0.204 0.098 -1.053
H -4.1419 1.5785 1.4973 0.244 -0.037 -0.233
H -4.5770 1.0656 2.9574 0.005 0.044 0.333